The following is a DFT calculation (ωB97M-V/def2-TZVPD) of a 9-piece molecular cluster, C32H66N4O15 overall.

Geometry as XYZ:
```
117
Properties=species:S:1:pos:R:3:forces:R:3
C -4.38803 7.61829 0.22912 -0.255 0.400 0.626
O -4.30304 7.57346 -1.17282 0.419 0.207 -0.112
C -4.93018 6.46902 -1.74456 -0.911 -0.243 -0.530
C -4.11354 5.19854 -1.84364 -0.352 -0.561 -0.308
O -3.54170 4.87835 -0.58974 -0.055 0.451 -0.260
C -2.79579 3.70763 -0.60424 0.051 -1.447 0.695
C -1.37531 3.84777 -1.08964 -0.311 0.244 -0.694
O -0.92028 2.53108 -1.34115 0.701 0.329 0.122
C 0.41050 2.55749 -1.83732 -0.335 -0.350 -0.162
H -3.86844 6.79257 0.71467 -0.116 -0.081 -0.062
H -5.43969 7.65829 0.54912 0.065 -0.283 -0.025
H -3.95098 8.55330 0.58406 0.159 -0.005 -0.294
H -5.23268 6.75088 -2.76049 0.284 0.006 -0.015
H -5.89822 6.24875 -1.26504 0.286 0.049 0.393
H -3.39699 5.22866 -2.67746 0.360 0.333 0.432
H -4.79512 4.38200 -2.14061 -0.077 0.137 0.097
H -3.26689 2.88263 -1.16441 -0.159 0.393 -0.372
H -2.74466 3.29832 0.41210 -0.077 0.463 -0.099
H -0.75417 4.37140 -0.35765 0.067 -0.136 0.057
H -1.35088 4.40997 -2.03558 0.032 0.097 0.099
H 0.45344 2.97001 -2.85497 -0.093 0.003 0.063
H 0.72099 1.51369 -1.87833 0.283 0.072 0.047
H 1.07991 3.14471 -1.20287 -0.016 -0.131 0.140
C 0.69985 1.55188 -6.72953 -0.207 -0.068 -0.282
O 1.18115 1.11006 -5.47933 -0.328 0.251 0.049
C 2.59011 1.09147 -5.45745 0.259 -0.413 -0.044
C 3.11519 0.57999 -4.12683 0.150 0.873 0.445
O 3.42051 -0.79166 -4.11431 0.161 -0.003 0.068
C 2.28745 -1.62588 -3.99163 -0.368 -0.451 -0.086
C 1.67267 -1.71252 -2.61090 -0.293 0.843 0.636
O 2.41546 -2.40589 -1.63986 0.083 -0.631 -0.211
C 3.47278 -1.66164 -1.06718 -0.227 0.842 0.166
H 1.06007 2.55397 -6.99018 0.201 -0.073 0.078
H -0.38875 1.61141 -6.71132 0.027 -0.148 0.231
H 0.98439 0.84421 -7.51801 0.046 0.122 -0.035
H 3.00171 2.08408 -5.67793 -0.152 0.095 0.093
H 2.96510 0.41142 -6.23674 0.016 0.066 -0.019
H 2.46024 0.85588 -3.29204 -0.411 -0.120 -0.255
H 4.01119 1.15889 -3.87788 0.300 -0.511 -0.256
H 2.59733 -2.63569 -4.27208 0.178 0.085 -0.033
H 1.49318 -1.33267 -4.69161 0.088 0.130 -0.013
H 0.69126 -2.18536 -2.68746 0.145 -0.300 -0.093
H 1.43625 -0.71563 -2.19422 0.147 0.060 -0.267
H 3.95276 -2.25072 -0.29008 0.034 -0.271 -0.171
H 3.07404 -0.76397 -0.56442 0.000 -0.082 -0.098
H 4.18692 -1.33208 -1.82260 0.146 -0.179 0.057
C 5.44453 -3.47024 7.23245 0.827 0.641 -0.254
O 4.64240 -3.02708 6.16524 -0.268 -0.489 0.003
C 3.33628 -2.69311 6.55957 0.011 0.059 0.113
C 2.46760 -2.38581 5.36795 0.339 0.249 -0.171
O 3.13990 -1.45177 4.54651 0.101 0.335 0.455
C 2.36269 -0.97923 3.47720 0.224 -0.813 -0.393
C 3.00623 0.25622 2.90667 0.249 1.016 0.034
O 2.32358 0.70630 1.74680 0.142 -0.158 -0.105
C 1.17402 1.45301 2.00845 -0.688 0.909 0.509
H 5.01080 -4.25635 7.85520 -0.256 -0.015 -0.120
H 5.74532 -2.61804 7.86036 -0.253 -0.127 0.175
H 6.37094 -3.82911 6.77944 -0.115 -0.193 0.069
H 3.34173 -1.80803 7.21299 0.136 -0.099 0.080
H 2.86996 -3.53203 7.09611 0.022 0.093 0.123
H 1.56103 -1.92601 5.78769 -0.203 -0.243 -0.290
H 2.23410 -3.28946 4.79358 -0.130 0.010 0.049
H 1.32426 -0.82773 3.78655 -0.014 0.184 -0.079
H 2.37248 -1.73156 2.67268 -0.301 0.012 0.060
H 4.04125 0.10287 2.59728 -0.072 -0.491 0.002
H 3.08235 1.06633 3.65026 -0.323 -0.112 0.016
H 0.70308 1.76006 1.07481 0.057 -0.273 -0.124
H 1.36764 2.39677 2.54909 0.390 -0.161 -0.096
H 0.42383 0.94556 2.62590 0.098 -0.341 -0.198
C -2.90099 1.62668 2.89348 0.085 -0.521 -1.354
O -2.79762 2.84723 3.59128 -0.137 0.291 0.525
C -1.91114 3.71097 3.11531 0.050 -0.002 -0.173
O -1.26799 3.56502 2.10554 0.259 -0.068 0.166
O -1.85742 4.75777 3.93016 -0.179 0.071 0.416
C -0.66233 5.53376 3.84888 0.347 -0.223 -0.839
H -3.32005 1.77908 1.88925 -0.178 0.091 0.292
H -3.54122 0.95513 3.45015 -0.010 0.101 0.235
H -1.92646 1.17372 2.70547 0.062 0.005 0.396
H -0.45254 5.80195 2.81180 -0.109 0.066 0.050
H 0.17115 4.91876 4.19104 0.028 0.204 0.224
H -0.79339 6.43195 4.43590 -0.120 -0.075 0.235
C 2.33486 -8.00228 2.76389 0.030 -0.609 1.389
O 1.80046 -7.26691 1.68973 0.118 0.218 -0.433
C 1.45402 -6.00847 1.99129 -0.298 -0.226 -0.335
O 1.35709 -5.54907 3.09084 0.262 0.064 0.333
O 1.19649 -5.38257 0.83986 0.020 -0.211 -0.226
C 1.08292 -3.97153 0.90213 -0.063 1.505 0.590
H 2.71059 -8.96192 2.42089 -0.038 0.156 -0.496
H 1.58150 -8.22419 3.52762 -0.073 0.197 -0.176
H 3.14191 -7.47382 3.27391 -0.013 0.143 -0.213
H 0.17365 -3.57867 0.45232 -0.156 -0.608 -0.212
H 1.91345 -3.48887 0.39462 0.145 -0.339 -0.154
H 1.05789 -3.59458 1.92457 0.039 -0.356 0.054
C -0.15595 -5.29587 -2.24246 0.173 0.963 -0.121
C -0.94244 -4.09025 -1.95794 0.304 -0.594 -0.061
N -1.52590 -3.12530 -1.75983 -0.253 0.241 -0.004
H 0.78554 -4.94249 -2.67341 -0.004 -0.141 0.000
H -0.68412 -5.87955 -2.99045 0.024 -0.332 0.208
H 0.08807 -5.80530 -1.31404 -0.201 -0.275 -0.070
C -1.72542 -0.52131 -0.20582 -0.664 0.844 0.302
C -1.25138 -1.08345 1.04516 0.590 -0.300 0.256
N -0.76442 -1.49615 2.00412 -0.413 0.162 -0.256
H -1.89862 0.55033 -0.06057 0.289 0.002 -0.020
H -2.69552 -0.92214 -0.48959 0.168 -0.357 -0.120
H -0.99253 -0.65561 -0.99107 0.018 -0.189 -0.035
C -1.66535 0.20258 -3.70757 0.146 0.831 -0.098
C -3.12193 0.22136 -3.70368 0.057 -0.301 0.121
N -4.26856 0.27452 -3.68490 0.000 0.011 0.003
H -1.35057 0.93137 -4.45723 0.210 -0.180 -0.048
H -1.20178 -0.75712 -3.91286 -0.287 -0.169 -0.047
H -1.30890 0.59255 -2.75549 -0.044 -0.062 0.038
C -4.55419 -2.90801 -2.61828 -0.751 -0.300 0.631
C -5.92270 -2.97860 -3.13266 0.660 0.207 -0.185
N -6.98999 -3.08649 -3.52852 -0.494 -0.029 -0.138
H -4.20100 -3.93393 -2.53973 0.309 0.099 -0.029
H -4.63206 -2.49922 -1.60925 0.239 -0.018 -0.005
H -3.89025 -2.27895 -3.19159 -0.062 -0.043 -0.268
```
Positions in Å, forces in eV/Å.

Values from the calculation:
E_LUMO	0.3	eV
2S+1	1
molecular weight	746.89	Da
net charge	0
E_tot	-70920.873	eV
structure (SMILES)	COC(=O)OC.COC(=O)OC.COCCOCCOC.COCCOCCOC.COCCOCCOC.CC#N.CC#N.CC#N.CC#N
gap between HOMO and LUMO	9.87	eV
highest occupied orbital energy	-9.53	eV